No. 1
Density functional theory data (ωB97M-V with the def2-TZVPD basis set) for a single C4H8O3 molecule.

Cartesian coordinates (Å):
O1 -2.6298 -1.9403 0.6789
O2 -1.7031 0.4741 0.1356
O3 0.4443 -0.2694 -0.1036
C1 -1.2511 -1.7968 0.4661
C2 0.8001 1.0991 -0.3177
C3 -0.8341 -0.5603 0.1750
C4 2.2781 1.1135 -0.6511
H1 0.2016 1.5149 -1.1359
H2 2.8663 0.7195 0.1833
H3 2.6096 2.1359 -0.8596
H4 2.4742 0.4974 -1.5340
H5 -2.7636 -2.0358 1.6326
H6 0.5888 1.6823 0.5870
H7 -2.5732 0.0469 0.2451
H8 -0.6322 -2.6848 0.4265

Properties
Relative energy (zero: lowest compared OMol25 entry of this formula, charge and spin), kcal per mole: 46.9

Atomic partial charges in e from the natural (NBO) method, atoms 1 to 5: -0.729, -0.693, -0.501, -0.131, -0.065

***

No. 2
Density functional theory data (ωB97M-V with the def2-TZVPD basis set) for C12H12N2S2 as an isolated structure at a distorted geometry.

Cartesian coordinates (Å):
S1 3.7799 -0.1986 -0.8033
S2 -0.9670 -1.4762 -0.0490
N1 0.6253 1.0004 0.4975
N2 -0.5522 1.5767 0.3963
C1 2.5565 0.0102 0.2134
C2 1.3506 1.1076 -1.6932
C3 2.9867 -0.2760 1.3330
C4 1.5550 0.7155 -0.3315
C5 -3.4970 -2.0465 -0.4170
C6 4.1111 -0.9557 1.6069
C7 -2.2546 -0.2505 0.1158
C8 -3.5531 -0.8028 0.0719
C9 4.7555 -1.0340 0.2108
C10 -1.7916 1.0280 0.1598
C11 -2.2817 -2.5834 -0.3837
C12 -2.8745 2.3271 0.4810
H1 -4.4783 -2.5456 -0.5386
H2 2.1981 -0.0910 1.9759
H3 0.4382 1.8595 -1.9778
H4 5.7635 -1.3225 0.1401
H5 4.4773 -1.3634 2.5732
H6 1.3413 0.2334 -2.4058
H7 -2.5123 3.1750 0.7603
H8 2.1827 1.5004 -2.0801
H9 -3.4949 2.2781 -0.5979
H10 -2.0063 -3.4359 -0.3960
H11 -3.5266 1.8266 1.3196
H12 -4.3318 -0.2563 -0.1817

Properties
Relative energy (zero: lowest compared OMol25 entry of this formula, charge and spin), kcal per mole: 236.4

Atomic partial charges in e from the natural (NBO) method, atoms 1 to 5: 0.590, 0.413, -0.217, -0.233, -0.334

***

No. 3
Density functional theory data (ωB97M-V with the def2-TZVPD basis set) for C36H33InN8 as an isolated structure at a distorted geometry.

Cartesian coordinates (Å):
In1 -1.2683 0.3171 0.4299
N1 2.4568 -1.9912 0.0520
N2 -1.7596 2.8338 0.8299
N3 -1.0311 5.0280 0.6174
N4 -3.6716 2.1381 -0.2970
N5 -2.7194 -1.0392 1.8800
N6 1.6524 -0.2501 -1.1813
N7 0.6202 -0.8616 0.8676
N8 -3.4404 0.9784 0.2952
C1 -1.9339 5.3255 -0.3911
C2 3.2922 -2.5795 -0.9279
C3 1.2895 0.9969 -3.1895
C4 -3.9754 -1.0189 1.3972
C5 -3.3329 -2.8047 3.3529
C6 0.7765 0.5021 -1.9668
C7 1.2170 0.1884 3.4467
C8 -1.9033 6.5476 -1.0544
C9 1.0293 -2.1724 4.2909
C10 4.9165 -3.9012 -2.7311
C11 0.3917 -3.9838 2.8545
C12 -4.9354 -1.9425 1.8187
C13 5.3677 -3.6452 -1.4482
C14 -3.8487 4.6510 -1.7020
C15 -2.8800 4.3417 -0.7385
C16 -4.3458 0.1205 0.5771
C17 -3.8229 5.8719 -2.3402
C18 2.8279 -2.8504 -2.2107
C19 3.6439 -3.5115 -3.1108
C20 0.7449 -3.5147 4.1097
C21 -0.5461 0.7687 -1.6400
C22 -0.9683 3.8104 1.1497
C23 5.0242 -2.7447 0.8822
C24 4.5666 -2.9898 -0.5241
C25 -2.8305 6.8072 -2.0444
C26 1.5049 -1.0485 -0.0938
C27 0.6543 -1.7637 1.9612
C28 -2.4199 -1.8879 2.8525
C29 2.7335 0.8288 -3.5647
C30 -2.7785 3.0636 -0.0739
C31 0.3518 -3.1147 1.7805
C32 -0.9095 1.8179 -3.7585
C33 -1.3958 1.3911 -2.5341
C34 0.4306 1.6459 -4.0596
C35 -4.6055 -2.8549 2.8071
C36 0.9713 -1.2729 3.2339
H1 6.0722 -3.0054 0.9947
H2 2.9637 -0.2033 -3.8307
H3 1.8183 -2.5849 -2.4921
H4 -1.1520 7.2771 -0.7937
H5 3.2772 -3.7439 -4.0975
H6 -2.7920 7.7441 -2.5795
H7 2.5263 -0.4429 -1.6641
H8 5.5520 -4.4219 -3.4270
H9 1.4368 0.3895 4.4927
H10 -4.6105 3.9245 -1.9322
H11 2.9523 1.4430 -4.4336
H12 -5.3287 -3.5740 3.1638
H13 3.4017 1.1465 -2.7658
H14 1.3058 -1.8128 5.2694
H15 -5.3963 0.2916 0.3530
H16 4.8999 -1.6988 1.1644
H17 -1.4280 -1.8128 3.2689
H18 6.3515 -3.9739 -1.1520
H19 0.3268 0.7617 3.1492
H20 2.0537 0.5328 2.8385
H21 -5.9252 -1.9255 1.3891
H22 -2.4367 1.5492 -2.2912
H23 2.5152 -2.4338 0.9621
H24 -1.5676 2.3065 -4.4596
H25 0.1547 -5.0244 2.7073
H26 -0.2107 3.6332 1.9041
H27 0.0914 -3.4717 0.7919
H28 0.8175 2.0178 -4.9969
H29 -4.5726 6.1141 -3.0776
H30 0.7864 -4.1914 4.9474
H31 4.4534 -3.3552 1.5866
H32 -3.0444 -3.4612 4.1568
H33 -0.4331 5.7754 0.9497

Properties
Relative energy (zero: lowest compared OMol25 entry of this formula, charge and spin), kcal per mole: 34.6
Total charge: +2

Atomic partial charges in e from the Mulliken method, atoms 1 to 5: 1.919, 0.347, -0.406, 0.052, -1.262

***

No. 4
Density functional theory data (ωB97M-V with the def2-TZVPD basis set) for a 5-piece molecular cluster, C37H39B2Cl2N2O11 overall at a distorted geometry.

Cartesian coordinates (Å):
Cl1 -2.0432 0.4479 0.6845
Cl2 -5.2739 -1.6836 -1.1360
O1 4.9583 2.9478 -1.3152
O2 -5.3802 -6.2548 -0.5160
O3 -0.1925 6.8390 1.1771
O4 3.3565 1.7077 6.3012
O5 -4.4058 -4.7510 -2.0469
O6 3.9730 -0.7014 -2.1417
O7 -2.9948 4.2638 -2.5032
O8 -3.0990 -2.6487 3.3807
O9 0.9327 3.3611 1.8966
O10 1.4789 6.8615 -2.0854
O11 8.7504 -1.1366 -4.3868
N1 -1.0398 -2.5141 -1.0250
N2 -2.1822 -4.4136 -0.3016
C1 5.0729 -0.7923 -2.6552
C2 3.3651 4.3944 -0.3722
C3 2.2742 5.9659 -1.9060
C4 4.1592 3.8450 -1.4941
C5 1.1162 -2.9126 -2.0208
C6 7.6602 -1.0314 -3.8734
C7 -3.4610 -0.0071 -0.2161
C8 -1.3180 -5.4512 -0.8336
C9 -1.8534 4.1696 -0.4534
C10 -4.2046 1.1100 -0.8696
C11 2.6462 3.5360 4.9967
C12 -2.0364 6.3037 -1.8079
C13 2.0373 3.9491 3.8880
C14 -3.1184 -2.4363 0.3886
C15 2.4905 5.3782 -0.5584
C16 7.2505 0.2045 -3.1615
C17 -5.4037 -4.5807 4.2336
C18 0.8931 -2.4123 0.4587
C19 0.2351 -2.6308 -0.8585
C20 6.6751 -2.1440 -3.9325
C21 3.9465 4.4299 -2.8400
C22 5.4776 -2.0311 -3.3669
C23 1.6437 1.5373 3.2039
C24 3.0733 5.4144 -3.0314
C25 -0.8349 6.2544 0.3305
C26 -3.8291 -1.2942 -0.2621
C27 -2.3527 4.8634 -1.6645
C28 -3.4187 -4.8195 0.3865
C29 -1.1496 4.8092 0.4759
C30 -2.0195 -3.1209 -0.3714
C31 -4.0803 -4.9343 3.4983
C32 6.0510 0.3200 -2.5945
C33 -3.9538 -3.5351 1.1002
C34 1.4899 2.9818 2.9091
C35 -1.3301 6.9489 -0.8833
C36 2.2514 1.1208 4.3105
C37 2.8031 2.0890 5.2970
B1 -4.4519 -5.2771 -0.7918
B2 -3.6785 -3.6664 2.6716
H1 1.2356 0.8533 2.4698
H2 -0.7778 4.3228 1.3651
H3 -3.8464 2.0654 -0.5148
H4 4.7467 -2.8296 -3.3986
H5 -4.2103 -3.8083 -2.0738
H6 1.6701 -1.6662 0.2888
H7 -4.2279 -5.8179 2.8851
H8 3.5402 3.9508 0.5990
H9 -1.6455 -6.4205 -0.4794
H10 -2.0963 3.1193 -0.3746
H11 -5.4228 -3.5250 4.4912
H12 6.9909 -3.0370 -4.4567
H13 -5.4540 -5.1309 5.1669
H14 3.0531 4.2232 5.7272
H15 1.2320 -2.0295 -2.6473
H16 -5.0188 -3.4557 0.8913
H17 -1.0840 7.9986 -0.9698
H18 -1.3434 -5.4570 -1.9201
H19 2.0819 -3.2783 -1.6891
H20 1.9042 5.7933 0.2518
H21 2.9016 5.8583 -4.0037
H22 7.9826 1.0016 -3.1316
H23 -4.1307 1.0660 -1.9518
H24 -2.4076 6.7907 -2.7003
H25 0.1788 -1.9816 1.1536
H26 -5.1520 -7.1065 -0.8988
H27 0.6648 -3.6803 -2.6445
H28 -0.3014 -5.3222 -0.4718
H29 5.7441 1.2217 -2.0736
H30 2.3763 0.0722 4.5491
H31 1.3574 -3.3143 0.8499
H32 -6.2464 -4.8414 3.6035
H33 -3.2777 -1.7833 2.9979
H34 -5.2527 1.0572 -0.5842
H35 4.5383 4.0132 -3.6452
H36 -3.2826 -5.0944 4.2216
H37 1.9107 4.9978 3.6479
H38 -3.3200 -5.7389 0.9527
H39 -2.5671 -1.9594 1.2051

Properties
Total charge: +1

Atomic partial charges in e from the Mulliken method, atoms 1 to 5: -0.137, -0.157, -0.568, -0.596, -0.588

***

Number 1: E_HOMO -8.0366 eV, E_LUMO 0.73 eV. Number 2: E_HOMO -7.6024 eV, E_LUMO -0.10 eV. Number 3: E_HOMO -12.9853 eV, E_LUMO -6.25 eV. Number 4: E_HOMO -11.7245 eV, E_LUMO -3.53 eV.